a | Density functional theory data (ωB97M-V with the def2-TZVPD basis set) for the molecule C4H4F2N2.

Computed properties:
* SMILES: Cn1cc(F)c(F)n1
* net charge: 0
* HOMO: -8.6 eV
* HOMO-LUMO gap: 9.02 eV

```
12
C4H4F2N2, DFT ωB97M-V with the def2-TZVPD basis set
C 0.46110 -0.27129 -1.79950
C -0.44995 -1.22378 -3.08047
C -1.53300 -1.56931 -2.32236
C -0.35233 -0.10960 0.60083
N -1.58082 -1.10105 -1.08993
N -0.48371 -0.33746 -0.83089
F -0.17565 -1.27005 -4.36687
F -2.59071 -2.21980 -2.84258
H 1.05676 0.58066 -1.89810
H -0.57082 -1.01222 1.18537
H 0.61872 0.34054 0.66970
H -1.17251 0.58729 1.09411
```

b | Density functional theory data (ωB97M-V with the def2-TZVPD basis set) for the molecule C4H4F2N2.

Computed properties:
* SMILES: [H]/N=C(/N)C#CC(F)F
* net charge: 0
* HOMO: -9.7 eV
* HOMO-LUMO gap: 10.45 eV

```
12
C4H4F2N2, DFT ωB97M-V with the def2-TZVPD basis set
C -1.18643 -1.07234 -0.16029
C -0.19235 0.06287 -0.37618
C 0.57771 0.97468 -0.39548
C 1.69606 1.95787 -0.14403
H 0.20722 -2.04871 1.17868
H -1.17052 -3.07573 0.55714
H -2.85263 -0.13959 -0.73680
H 1.93078 2.54578 -1.11736
N -0.58590 -2.27022 0.39533
N -2.39148 -1.07975 -0.38564
F 1.11747 2.77038 0.78498
F 2.85008 1.37476 0.39966
```

Most stable structure - b; separation to the second - 1.192 eV.